(1)
Formula: C6H14O2
Source: OMol25
Level of theory: ωB97M-V with the def2-TZVPD basis set

Summary:
LUMO energy, eV: 0.588
SMILES: C/C=C/CCCO.O
Total charge: 0
ΔE to the lowest compared entry with this formula, charge and spin, kJ/mol: 175.9
Highest occupied orbital energy, eV: -9.6

```
22
C6H14O2 ωB97M-V with the def2-TZVPD basis set
C 0.3578 1.9540 2.5874
C 0.2918 0.5182 2.1484
C 0.7473 0.0912 0.9853
C 0.4752 -1.3300 0.5020
C -0.1706 -1.3055 -0.8793
C 0.8116 -1.0733 -1.9985
O 1.7062 -2.1947 -2.2044
H -0.2080 2.5258 1.8810
H -0.2364 2.1562 3.4837
H 1.3508 2.3657 2.7498
H -0.1454 -0.1767 2.8452
H 1.2292 0.6684 0.2289
H 1.3334 -1.9912 0.4993
H -0.2546 -1.7244 1.2147
H -0.7630 -2.1774 -1.1480
H -0.9756 -0.5524 -0.9428
H 0.3993 -0.9482 -2.9907
H 1.4524 -0.1990 -1.8428
H 2.1165 -2.4611 -1.3781
O -3.5180 2.7095 -0.7826
H -2.9100 2.5464 -0.0439
H -3.0324 2.4938 -1.5825
```

(2)
Formula: C6H14O2
Source: OMol25
Level of theory: ωB97M-V with the def2-TZVPD basis set

Summary:
LUMO energy, eV: 0.656
SMILES: CC[C@H](C)CC=O.O
Total charge: 0
ΔE to the lowest compared entry with this formula, charge and spin, kJ/mol: 313.5
Highest occupied orbital energy, eV: -9.5

```
22
C6H14O2 ωB97M-V with the def2-TZVPD basis set
C -1.7506 0.0974 1.1996
C -0.2713 0.0624 1.1375
C 0.0773 0.5651 -0.3120
C -0.0355 -0.5986 -1.3038
C 1.4722 1.2626 -0.1312
C 1.9737 1.4582 -1.5663
O 1.2201 1.7770 -2.4895
H -2.2164 1.0940 1.1056
H -2.1488 -0.4980 0.4177
H -2.3606 -0.0835 2.1054
H 0.1083 0.7456 1.9039
H 0.1922 -0.8299 1.4299
H -0.7157 1.3326 -0.5134
H 0.8599 -0.4941 -1.9206
H 0.0400 -1.5698 -0.8031
H -0.9543 -0.4042 -1.9959
H 1.1345 2.2133 0.2212
H 2.1252 0.7802 0.5961
H 3.0913 1.5439 -1.6218
O -0.6354 -2.6103 0.6566
H 0.1625 -2.9002 0.7794
H -1.3687 -2.9437 1.1047
```

(3)
Formula: C6H14O2
Source: OMol25
Level of theory: ωB97M-V with the def2-TZVPD basis set

Summary:
LUMO energy, eV: 0.749
SMILES: CC(C)=O.CC(C)O
Total charge: 0
ΔE to the lowest compared entry with this formula, charge and spin, kJ/mol: 58.7
Highest occupied orbital energy, eV: -9.8

```
22
C6H14O2 ωB97M-V with the def2-TZVPD basis set
C 0.2305 -2.2256 0.6987
C -1.0316 -1.7526 0.0276
C -1.2745 -2.3069 -1.3518
O -1.8022 -0.9888 0.5594
H 0.1854 -3.3054 0.8196
H 0.3390 -1.7564 1.6735
H 1.0970 -1.9949 0.0826
H -1.9993 -1.6978 -1.8837
H -1.6855 -3.3075 -1.2504
H -0.3532 -2.3769 -1.9183
C 1.1471 2.9351 0.7082
C 0.6824 1.4875 0.5574
C 0.1852 1.2443 -0.8698
O -0.3082 1.2627 1.5363
H 1.9994 3.1324 0.0636
H 0.3339 3.6116 0.4510
H 1.4313 3.1165 1.7437
H 1.5405 0.8163 0.7522
H 0.9249 1.5866 -1.5816
H -0.0122 0.1861 -1.0457
H -0.7376 1.7943 -1.0372
H -0.8925 0.5397 1.2646
```

(4)
Formula: C6H14O2P
Source: OMol25
Level of theory: ωB97M-V with the def2-TZVPD basis set

Summary:
LUMO energy, eV: 3.431
Total charge: -1
ΔE to the lowest compared entry with this formula, charge and spin, kJ/mol: 0.0
Highest occupied orbital energy, eV: -4.8

```
23
C6H14O2P ωB97M-V with the def2-TZVPD basis set
C -1.6726 0.6957 -2.8391
C 1.0151 -1.6836 0.2045
C 2.0120 0.3489 -0.4721
C -0.6095 -0.4182 2.7672
C -1.2247 0.8297 -1.4475
C 1.2835 -0.2585 0.4448
O 1.9886 0.2376 2.9910
O 0.4716 1.9683 1.8922
P 0.8477 0.5446 2.0694
H -2.5052 1.3397 -3.1118
H -1.8055 -0.3791 -3.1809
H -0.8467 1.1356 -3.5711
H 1.0102 -1.9299 -0.8890
H -0.0518 -1.9351 0.3759
H 1.6692 -2.4837 0.7557
H 1.9943 1.5839 -0.5083
H 2.4135 -0.1649 -1.3747
H -1.0467 0.0067 -0.8069
H -1.7002 -0.1615 2.5757
H -0.6895 -1.4629 2.4402
H -0.2911 -0.2661 3.8176
H -2.0007 1.1875 -0.8756
H -0.2615 1.2654 -1.2572
```

(5)
Formula: C6H14O3Sm
Source: OMol25
Level of theory: ωB97M-V with the def2-TZVPD basis set

Summary:
LUMO energy (alpha / beta), eV: -8.532 / -8.422
Spin multiplicity: 7
⟨S²⟩: 12.01
Total charge: +2
ΔE to the lowest compared entry with this formula, charge and spin, kJ/mol: 0.0
Highest occupied orbital energy (alpha / beta), eV: -16.8 / -17.8

```
24
C6H14O3Sm ωB97M-V with the def2-TZVPD basis set
H 0.6515 3.5245 1.8886
C 1.2052 2.6023 2.1064
H 1.6768 2.6695 3.0925
H 1.9681 2.4440 1.3346
H 0.3912 1.7952 2.1040
C 0.5234 -3.7526 -0.5169
O 0.1408 -2.4126 -0.1837
C 0.2356 -1.4818 -1.2639
C 0.1794 -0.0872 -0.6783
O -0.2482 0.7826 -1.6569
C -0.8671 1.8940 -1.0311
C -1.6370 1.2576 0.1188
O -0.7081 0.2181 0.5362
H 0.3466 -4.3770 0.3634
H -0.0830 -4.1088 -1.3592
H 1.5899 -3.7568 -0.7719
H -0.5664 -1.6475 -1.9954
H 1.2029 -1.6310 -1.7610
H 1.1671 0.1720 -0.2615
H -1.5271 2.3840 -1.7525
H -0.0952 2.5901 -0.6724
H -2.6269 0.9240 -0.2075
H -1.8035 1.8770 1.0048
Sm -1.1159 -1.8795 1.5627
```

(6)
Formula: C6H14O5SSi
Source: OMol25
Level of theory: ωB97M-V with the def2-TZVPD basis set

Summary:
LUMO energy (alpha / beta), eV: -0.393 / -0.392
Total charge: 0
ΔE to the lowest compared entry with this formula, charge and spin, kJ/mol: 190.1
Highest occupied orbital energy (alpha / beta), eV: -7.4 / -7.4

```
27
C6H14O5SSi ωB97M-V with the def2-TZVPD basis set
C 0.5300 -0.9529 -1.7795
C 2.6984 -1.5478 -1.3210
C -3.1721 1.9323 1.2629
C -0.7372 -1.9345 1.2323
C 1.8395 1.8765 1.0548
C -0.2596 0.2061 -1.7703
O 0.1585 -2.1047 -1.7987
O 1.8416 -0.5303 -1.5219
O -1.7896 1.8484 1.5474
O -1.1833 -0.6712 1.6139
O 0.7970 1.1966 1.5479
Si -0.6931 0.7635 1.1392
S -1.8767 0.0911 -2.5153
H 2.9752 -2.2513 -2.1883
H 2.5533 -2.2303 -0.5452
H 3.6284 -1.0727 -1.0040
H -3.7772 1.0667 1.7490
H -3.3243 1.9147 0.2790
H -3.4981 2.9340 1.7965
H -1.2812 -2.2074 0.3444
H -0.8054 -2.7193 2.0464
H 0.3394 -1.8885 0.8774
H 1.7949 1.8766 -0.0819
H 2.8175 1.3692 1.4398
H 1.8007 2.9396 1.4905
H 0.2523 1.1521 -1.8057
H -1.6291 -1.0568 -3.0895
```

(7)
Formula: C6H14OS
Source: OMol25
Level of theory: ωB97M-V with the def2-TZVPD basis set

Summary:
LUMO energy, eV: 0.718
SMILES: C=[S@@](C)(=O)C(C)(C)C
Total charge: 0
ΔE to the lowest compared entry with this formula, charge and spin, kJ/mol: 360.4
Highest occupied orbital energy, eV: -7.8

```
22
C6H14OS ωB97M-V with the def2-TZVPD basis set
C 2.3890 0.0956 -1.2690
S 1.3994 0.2390 0.1234
C 1.7061 -1.2889 1.2378
O 1.7747 1.3689 0.9774
C -0.5582 0.2935 -0.0592
C -1.2344 0.2254 1.2211
C -0.8081 1.7646 -0.6174
C -0.9895 -0.6989 -1.0466
H 2.4102 0.9826 -1.8305
H 2.2667 -0.7777 -1.7974
H 1.7780 -0.7992 2.1061
H 1.0048 -2.0419 1.1983
H 2.7177 -1.5365 0.8643
H -1.3986 -0.7571 1.5171
H -0.5191 0.7260 1.8366
H -2.1486 0.7504 1.2113
H -0.7190 1.8124 -1.6874
H -0.0635 2.4206 -0.1409
H -1.8644 1.9238 -0.3470
H -1.3983 -1.6895 -0.6053
H -1.7699 -0.3617 -1.6586
H -0.1660 -0.8676 -1.8205
```

(8)
Formula: C6H14OSi
Source: OMol25
Level of theory: ωB97M-V with the def2-TZVPD basis set

Summary:
LUMO energy, eV: -0.987
Total charge: 0
ΔE to the lowest compared entry with this formula, charge and spin, kJ/mol: 368.1
Highest occupied orbital energy, eV: -8.7

```
22
C6H14OSi ωB97M-V with the def2-TZVPD basis set
C 2.7545 -1.4197 -0.3144
C 2.4808 -0.1682 -0.2753
C 2.7644 1.2197 -0.0724
C -1.8928 -1.7745 -0.1265
C -2.2617 1.1637 -1.0535
C -0.9384 0.5186 1.6650
O 0.2829 0.0154 -0.9675
Si -1.0584 -0.0554 -0.1580
H 2.0336 -2.1734 -0.5793
H 3.7503 -1.7819 -0.0819
H 3.5428 1.5545 -0.7604
H 1.8604 1.7945 -0.2764
H 3.0621 1.4051 0.9611
H -2.8624 -1.7596 0.3625
H -2.0417 -2.1423 -1.1369
H -1.2780 -2.5006 0.3964
H -2.5042 2.0073 -0.4176
H -1.7988 1.5397 -1.9575
H -3.1795 0.6577 -1.3257
H -0.1130 0.0145 2.1615
H -0.7600 1.5883 1.7345
H -1.8431 0.2966 2.2224
```

(9)
Formula: C6H14OSi
Source: OMol25
Level of theory: ωB97M-V with the def2-TZVPD basis set

Summary:
LUMO energy, eV: 0.761
SMILES: C=CCC[Si](C)(C)O
Total charge: 0
ΔE to the lowest compared entry with this formula, charge and spin, kJ/mol: 18.2
Highest occupied orbital energy, eV: -9.4

```
22
C6H14OSi ωB97M-V with the def2-TZVPD basis set
C -2.8329 0.9078 0.3398
C -2.3038 -0.1434 -0.2575
C -1.4677 -1.1811 0.4170
C -0.0890 -1.3259 -0.2397
Si 1.1184 0.1104 0.1470
C 2.8716 -0.4896 -0.3123
C 0.6845 1.7271 -0.7452
O 1.0540 0.5099 1.7347
H -3.4361 1.6221 -0.1951
H -2.6839 1.1007 1.3885
H -2.4675 -0.3044 -1.3173
H -1.9937 -2.1406 0.3545
H -1.3520 -0.9290 1.4729
H 0.3567 -2.2645 0.0986
H -0.2245 -1.4287 -1.3166
H 2.9851 -0.6154 -1.3841
H 3.6251 0.2220 0.0146
H 3.1025 -1.4455 0.1524
H 1.1103 2.5766 -0.2211
H 1.0736 1.7305 -1.7594
H -0.3895 1.8769 -0.7999
H 1.2591 -0.1160 2.4282
```

(10)
Formula: C6H14P
Source: OMol25
Level of theory: ωB97M-V with the def2-TZVPD basis set

Summary:
LUMO energy, eV: -3.326
Total charge: +1
ΔE to the lowest compared entry with this formula, charge and spin, kJ/mol: 395.1
Highest occupied orbital energy, eV: -14.0

```
21
C6H14P ωB97M-V with the def2-TZVPD basis set
C -1.2905 -0.3954 -0.3423
C -0.5669 0.4374 0.7511
C -0.7796 1.8719 0.7192
C -0.5470 -0.2259 2.0866
C 1.3375 -2.0069 -0.5630
C 1.2400 0.7223 -1.8595
P 0.5451 -0.3994 -0.6110
H -1.7342 -1.3906 -0.1683
H -2.0727 0.3253 -1.5322
H -0.0632 2.3959 0.0481
H -0.6718 2.3536 1.7024
H -1.8812 2.0432 0.2896
H 0.3024 0.0426 2.7818
H -0.5587 -1.3680 1.8851
H -1.5573 -0.0899 2.6108
H 1.8521 -2.0626 0.3749
H 2.0052 -2.1854 -1.3941
H 0.4696 -2.8121 -0.5991
H 0.3647 1.3630 -2.2544
H 1.5919 0.0504 -2.5727
H 2.0148 1.3306 -1.3528
```

(11)
Formula: C6H14P
Source: OMol25
Level of theory: ωB97M-V with the def2-TZVPD basis set

Summary:
LUMO energy, eV: -7.129
Total charge: +1
ΔE to the lowest compared entry with this formula, charge and spin, kJ/mol: 457.2
Highest occupied orbital energy, eV: -12.4

```
21
C6H14P ωB97M-V with the def2-TZVPD basis set
C 2.4336 0.1825 2.0300
C 1.8924 -0.3337 0.8917
C 2.3474 -1.6558 0.2714
C 0.7000 0.3192 0.2834
C -2.7416 0.3633 1.0861
C -2.4462 -1.3127 -1.1539
P -2.2892 0.4520 -0.6058
H 1.9900 0.9671 2.5197
H 3.2790 -0.2463 2.3577
H 1.8260 -1.7588 -0.6252
H 1.8698 -2.3644 0.8659
H 3.3635 -1.7696 0.2273
H 0.9437 0.5833 -0.7669
H 0.5026 1.2308 0.6808
H -0.2177 -0.3785 0.3999
H -2.9418 -0.5721 1.4530
H -3.8443 0.8535 1.1224
H -2.2065 1.0206 1.7908
H -2.8144 -1.8447 -0.2407
H -1.5567 -1.7824 -1.4784
H -3.2665 -1.3270 -1.8924
```

(12)
Formula: C6H15BBeNO8S2
Source: OMol25
Level of theory: ωB97M-V with the def2-TZVPD basis set

Summary:
LUMO energy, eV: -8.795
Total charge: +1
Highest occupied orbital energy, eV: -12.5

```
34
C6H15BBeNO8S2 ωB97M-V with the def2-TZVPD basis set
C -3.5139 -0.3318 1.1068
C -3.2092 -1.7652 0.6301
O -2.6567 -1.8510 -0.6748
C -1.3154 -1.4603 -0.7417
C -0.3415 -2.3860 0.0170
O 0.9800 -2.3677 -0.5132
C 1.8091 -1.4436 0.0845
S 2.6948 -0.5424 -1.2659
O 3.9931 -0.0849 -0.8307
O 2.7949 -1.4817 -2.3386
N 1.6982 0.7016 -1.8018
S 2.0095 2.1253 -1.1229
O 1.0883 3.0507 -1.7264
O 3.4035 2.5941 -1.4851
C 1.8035 2.2202 0.6426
B 0.2445 2.3423 1.0904
O -0.4916 3.4391 0.7387
O -0.3040 1.3494 1.8729
H -4.3719 -0.3974 1.7914
H -3.8388 0.3361 0.3011
H -2.7149 0.1178 1.7111
H -4.1617 -2.3048 0.5891
H -2.6151 -2.2659 1.4092
H -1.1596 -0.3981 -0.4530
H -1.0343 -1.5081 -1.8038
H -0.7198 -3.4145 0.0249
H -0.3357 -2.0820 1.0793
H 1.2764 -0.7358 0.7351
H 2.6077 -1.8971 0.6924
H 2.3470 3.1053 1.0067
H 2.2541 1.3475 1.1311
H -1.0582 3.2298 -0.0160
H -0.5567 0.5726 1.3570
Be 3.3944 2.1864 -3.2377
```

no.,strongest force on any atom (eV/Å)
1,1.91
2,7.51
3,0.54
4,4.28
5,2.28
6,6.16
7,5.40
8,4.38
9,1.29
10,4.90
11,5.02
12,4.79